(1)
Below is a structure of composition C32H33GeO3PtSe2, with properties calculated with wB97M-V/def2-TZVPD.

Frontier orbital gap (alpha / beta) in eV: 4.81 / 6.11
LUMO (alpha / beta) in Ha: 0.16276 / 0.16068
F_max in eV/Å: 0.56

Structure (ORCA input):
```
! wB97M-V def2-TZVPD RIJCOSX def2/J DEFGRID3
* xyz -2 4
Pt 0.9182 -0.0097 1.2089
O 4.8662 1.9665 2.9316
C 3.6996 1.4786 3.6160
C 3.7742 -0.0341 3.8705
C 4.7827 -0.3080 5.0033
O 6.1129 0.1220 4.7421
C 4.2438 -0.7982 2.6207
Se 3.5463 -0.1690 0.8959
C 2.4334 -0.5809 4.3772
Se 0.7305 0.1039 3.6641
H 4.7345 1.6650 2.0123
H 2.8080 1.7170 3.0366
H 3.6373 2.0172 4.5655
H 4.8237 -1.3851 5.1991
H 4.4088 0.1774 5.9148
H 6.0406 0.8607 4.1095
H 4.0076 -1.8563 2.7434
H 5.3266 -0.7191 2.5367
H 2.3501 -0.3949 5.4535
H 2.4307 -1.6628 4.2384
C -2.3172 -0.2031 1.3710
O -1.3530 0.7315 1.7300
H -3.3246 0.2484 1.3367
H -2.3636 -1.0447 2.0821
H -2.1481 -0.6571 0.3847
C 2.9518 4.3131 -2.9585
C 1.5717 4.4597 -3.0387
C 0.7480 3.8205 -2.1165
C 1.2759 3.0266 -1.0924
C 2.6658 2.8880 -1.0329
C 3.4963 3.5229 -1.9523
Ge 0.0850 2.1672 0.2865
C -1.5988 2.1518 -0.7508
C -1.7184 1.3381 -1.8789
C -2.8971 1.2882 -2.6151
C -3.9865 2.0630 -2.2380
C -3.8852 2.8818 -1.1188
C -2.7038 2.9221 -0.3853
C -0.0408 3.6356 1.6209
C -0.8015 3.5004 2.7890
C -0.8702 4.5326 3.7182
C -0.1731 5.7184 3.5114
C 0.5931 5.8644 2.3636
C 0.6539 4.8326 1.4305
H 3.5966 4.8071 -3.6770
H 1.1349 5.0707 -3.8217
H -0.3275 3.9446 -2.1961
H 3.1075 2.2670 -0.2575
H 4.5706 3.3943 -1.8816
H -0.8796 0.7168 -2.1777
H -2.9683 0.6349 -3.4778
H -4.9092 2.0234 -2.8064
H -4.7330 3.4847 -0.8105
H -2.6444 3.5503 0.4985
H -1.3268 2.5662 2.9483
H -1.4615 4.4031 4.6184
H -0.2195 6.5175 4.2438
H 1.1509 6.7792 2.1934
H 1.2608 4.9666 0.5413
C 0.4244 -1.8179 0.4742
C 0.1243 -2.8963 -0.0093
C -0.2231 -4.1647 -0.5685
C -1.1821 -4.9902 0.0378
C -1.5225 -6.2179 -0.5103
C -0.9204 -6.6616 -1.6819
C 0.0316 -5.8554 -2.2951
C 0.3773 -4.6283 -1.7485
H -1.6567 -4.6403 0.9453
H -2.2686 -6.8330 -0.0201
H -1.1889 -7.6198 -2.1103
H 0.5113 -6.1861 -3.2093
H 1.1203 -4.0019 -2.2246
*
```

---

(2)
Below is a structure of composition C32H33N4O2RhS, with properties calculated with wB97M-V/def2-TZVPD.

Frontier orbital gap (alpha / beta) in eV: 7.39 / 5.56
LUMO (alpha / beta) in Ha: -0.18849 / -0.26383
F_max in eV/Å: 0.59

Structure (ORCA input):
```
! wB97M-V def2-TZVPD RIJCOSX def2/J DEFGRID3
* xyz 2 5
Rh -0.1860 0.2446 0.3618
C 0.9010 -0.6057 -2.4504
N 0.0935 0.5405 -1.9850
C -1.2583 0.5180 -2.5715
C -2.2687 1.1954 -1.6854
C -3.3094 1.9565 -2.1849
C -4.2638 2.4541 -1.3082
C -4.1482 2.1740 0.0439
C -3.0715 1.4188 0.4697
N -2.1514 0.9415 -0.3741
C 0.7761 1.8287 -2.2242
C 1.2477 2.5780 -0.9980
C 1.9513 3.7637 -1.1718
C 2.4131 4.4491 -0.0638
C 2.1687 3.9265 1.1999
C 1.4576 2.7508 1.2937
N 0.9958 2.0940 0.2193
C 1.9627 -0.9740 -1.4386
C 3.2296 -1.3572 -1.8977
C 4.4006 -1.8285 -1.2418
C 4.7420 -1.7575 0.0766
C 3.8407 -1.1588 1.0762
N 1.4984 -1.0173 -0.1926
H 1.3322 -0.4142 -3.4356
H 0.2377 -1.4673 -2.5441
H -1.5673 -0.5248 -2.6651
H -1.2709 0.9476 -3.5771
H -3.3772 2.1473 -3.2474
H -5.0876 3.0493 -1.6782
H -4.8726 2.5343 0.7597
H -2.9287 1.1799 1.5168
H 0.1169 2.4903 -2.7914
H 1.6508 1.6623 -2.8590
H 2.1350 4.1363 -2.1712
H 2.9607 5.3744 -0.1808
H 2.5200 4.4202 2.0942
H 1.2464 2.2999 2.2549
H 3.3151 -1.3279 -2.9781
H 5.1505 -2.2206 -1.9194
H 5.7208 -2.1156 0.3759
H 4.2102 -0.2826 1.6066
C 1.9809 -9.0096 5.8323
C 2.0004 -7.7707 4.9862
O 1.8407 -7.7329 3.8005
S 2.3689 -6.2919 5.9637
C 2.4772 -5.0646 4.6985
C 3.6008 -4.2433 4.6665
C 3.7111 -3.2550 3.7058
C 2.6928 -3.0830 2.7657
C 1.5671 -3.9183 2.7976
C 1.4542 -4.8944 3.7644
C 2.8092 -2.0666 1.7685
C 2.3866 -1.3107 0.7902
H 1.8416 -9.8707 5.1840
H 1.1634 -8.9494 6.5519
H 2.9108 -9.1052 6.3921
H 4.3951 -4.3926 5.3853
H 4.5865 -2.6191 3.6787
H 0.7954 -3.8117 2.0449
H 0.5887 -5.5384 3.7908
C -2.0074 0.3487 4.4025
C -2.0574 -1.1663 4.1423
C -1.1662 -1.3805 2.9147
O -0.6954 -0.0619 2.5161
C -0.7451 0.7876 3.6853
H -1.9742 0.5881 5.4630
H -2.8785 0.8508 3.9799
H -3.0744 -1.5086 3.9663
H -1.6672 -1.7229 4.9918
H -1.6891 -1.8046 2.0566
H -0.2922 -1.9915 3.1446
H -0.7596 1.8211 3.3432
H 0.1516 0.6069 4.2844
*
```

---

(3)
Below is a structure of composition C32H33N4O7OsS6 at a distorted geometry, with properties calculated with wB97M-V/def2-TZVPD.

Frontier orbital gap in eV: 3.95
LUMO in Ha: -0.17857
F_max in eV/Å: 1.28

Structure (ORCA input):
```
! wB97M-V def2-TZVPD RIJCOSX def2/J DEFGRID3
* xyz 1 1
Os 0.5726 -0.2445 -0.1900
C 0.2694 2.4849 1.1709
C 0.8361 1.5903 2.2410
N 0.6067 0.1606 1.8964
C 1.6523 -0.7438 2.4287
C 3.0043 -0.4990 1.7837
S 2.8463 -0.0900 0.0221
C 3.0854 1.7256 -0.0512
C 1.8968 2.3991 -0.7148
N 0.5894 1.9621 -0.1733
H 0.6133 3.5151 1.2972
H -0.8156 2.4699 1.2523
H 0.3626 1.8468 3.1901
H 1.9049 1.7284 2.3786
H -0.3010 -0.1398 2.2364
H 1.3266 -1.7573 2.2049
H 1.7628 -0.6386 3.5120
H 3.5806 -1.4216 1.8327
H 3.6020 0.2805 2.2563
H 3.9702 1.9033 -0.6610
H 3.2996 2.0993 0.9470
H 1.8977 2.1514 -1.7758
H 2.0138 3.4835 -0.6229
H -0.1138 2.3627 -0.7894
O 0.8254 -2.2368 -0.1595
C -0.2424 -3.0223 -0.6259
C -0.3543 -2.8516 -2.1278
C 0.3599 -1.9723 -2.8838
C -0.0030 -1.9996 -4.2646
C -0.9768 -2.9125 -4.5171
S -1.4414 -3.7518 -3.0986
C -1.4980 -2.4971 0.0749
C -1.8489 -2.8492 1.3039
C -2.9979 -2.3515 2.0495
C -4.2320 -2.3191 1.5509
S -4.5562 -2.9720 -0.0390
C 0.0078 -4.4514 -0.2075
C -0.8239 -5.5303 -0.2527
C -0.2127 -6.7128 0.2529
C 1.0613 -6.4910 0.6743
S 1.5299 -4.8615 0.4643
H 1.1678 -1.3609 -2.4871
H 0.4524 -1.3823 -5.0259
H -1.4438 -3.1529 -5.4593
H -1.2648 -3.6429 1.7577
H -2.8593 -2.0761 3.0920
H -5.0899 -2.0052 2.1324
H -1.8391 -5.4927 -0.6292
H -0.7026 -7.6745 0.2992
H 1.7553 -7.2020 1.0945
N -2.6191 1.2073 1.0376
C -3.6730 2.1192 0.7148
C -4.5627 2.5816 1.6701
C -5.5686 3.4659 1.2990
C -5.6708 3.9056 -0.0183
C -4.7612 3.4562 -0.9609
C -3.7599 2.5718 -0.5927
S -7.0723 4.8524 -0.5577
O -8.0548 3.8268 -0.8871
O -7.4305 5.6701 0.5884
O -6.5812 5.5845 -1.7180
H -2.8379 0.5805 1.7991
H -2.3205 0.6942 0.2272
H -4.4936 2.2229 2.6938
H -6.2929 3.8200 2.0218
H -4.8589 3.8020 -1.9834
H -3.0542 2.2049 -1.3371
O -5.3429 0.0312 -2.5207
S -5.4530 -1.5721 -2.3876
O -4.8502 -2.1765 -3.5354
N -4.1911 -1.6042 -1.0676
C -3.0207 -1.0538 -1.3011
O -1.9910 -1.2492 -0.4765
C -2.9370 0.0266 -2.2621
C -1.7397 0.6835 -2.5739
C -1.7117 1.7681 -3.4156
C -2.8962 2.2412 -3.9819
C -4.0980 1.6238 -3.6961
C -4.1091 0.5435 -2.8412
H -0.8132 0.3258 -2.1542
H -0.7715 2.2545 -3.6390
H -2.8802 3.0925 -4.6497
H -5.0351 1.9738 -4.1075
*
```